1.
144
Properties=species:S:1:pos:R:3 method="wB97M-V/def2-TZVPD" charge=-1 lumo_energy_ev=1.6 multiplicity=1
C -0.36 0.08 1.80
C 0.00 1.15 0.77
C 1.47 1.39 0.38
Cl 2.50 1.59 1.85
Nb 2.37 0.00 -1.18
I 3.48 -1.65 -3.27
C 1.79 1.67 -2.62
C 1.76 1.37 -4.12
C 0.54 -1.28 -1.47
C -0.41 -0.86 -2.60
C -1.87 -1.29 -2.38
C -2.64 -1.36 -3.70
C -3.96 -0.55 -3.76
C -5.20 -1.45 -3.94
C -6.03 -1.57 -2.66
C -6.98 -0.42 -2.40
C -7.83 -0.64 -1.17
C -8.43 0.63 -0.67
O -9.37 0.33 0.34
C -9.68 1.47 1.11
C 3.15 -1.33 0.48
C 3.01 -2.86 0.33
C 2.02 -3.40 1.35
C 2.67 -3.33 2.74
N 1.78 -2.68 3.73
C 2.28 -2.40 4.96
N 1.52 -2.44 5.99
N 3.64 -2.03 4.97
C 4.47 0.91 -1.15
C 4.51 2.42 -0.90
C 5.03 3.22 -2.11
I 5.94 2.81 0.72
H -1.00 -0.66 1.33
H 0.49 -0.38 2.27
H -0.95 0.52 2.59
H -0.33 2.10 1.17
H -0.59 1.01 -0.13
H 1.47 2.36 -0.08
H 0.80 2.02 -2.31
H 2.43 2.54 -2.51
H 2.75 1.33 -4.54
H 1.26 2.20 -4.63
H 1.20 0.49 -4.38
H 0.87 -2.28 -1.72
H -0.03 -1.43 -0.55
H -0.46 0.22 -2.74
H -0.09 -1.37 -3.49
H -1.93 -2.21 -1.82
H -2.32 -0.51 -1.76
H -2.03 -1.04 -4.53
H -2.89 -2.39 -3.89
H -4.11 0.01 -2.85
H -3.93 0.12 -4.60
H -4.95 -2.42 -4.34
H -5.83 -0.96 -4.67
H -5.32 -1.58 -1.84
H -6.57 -2.51 -2.63
H -7.60 -0.19 -3.25
H -6.39 0.48 -2.22
H -8.65 -1.31 -1.42
H -7.26 -1.13 -0.39
H -8.95 1.16 -1.47
H -7.65 1.26 -0.24
H -10.38 1.19 1.87
H -8.79 1.90 1.56
H -10.11 2.25 0.49
H 2.59 -1.07 1.38
H 4.17 -1.11 0.74
H 3.96 -3.32 0.57
H 2.73 -3.20 -0.66
H 1.68 -4.40 1.11
H 1.17 -2.74 1.34
H 2.95 -4.32 3.08
H 3.54 -2.71 2.67
H 0.92 -3.20 3.83
H 2.04 -2.15 6.81
H 3.94 -1.85 5.91
H 3.75 -1.19 4.42
H 5.09 0.40 -0.44
H 4.96 0.74 -2.10
H 3.57 2.86 -0.62
H 5.62 4.05 -1.75
H 4.17 3.66 -2.59
H 5.63 2.62 -2.77
C -13.16 2.55 2.88
Cl -11.96 3.84 2.68
Cl -13.13 1.86 4.50
H -14.14 2.97 2.69
H -12.93 1.77 2.16
C 6.69 -3.67 -4.82
Cl 6.38 -3.51 -6.56
Cl 6.70 -5.36 -4.30
H 7.65 -3.23 -4.62
H 5.90 -3.15 -4.29
C 9.92 -1.78 -6.72
Cl 8.93 -1.31 -5.34
Cl 11.51 -2.38 -6.23
H 9.41 -2.57 -7.25
H 10.07 -0.92 -7.35
C -3.68 -2.08 0.70
Cl -4.76 -1.69 2.05
Cl -2.25 -2.96 1.24
H -4.22 -2.70 0.00
H -3.36 -1.16 0.24
C 2.56 -2.00 10.23
Cl 3.78 -1.76 8.97
Cl 2.92 -1.06 11.69
H 1.60 -1.68 9.84
H 2.54 -3.05 10.49
C 3.19 7.07 -2.14
Cl 2.44 5.49 -1.87
Cl 4.87 7.12 -1.59
H 3.17 7.29 -3.20
H 2.63 7.81 -1.58
C 7.91 2.22 4.52
Cl 7.39 2.93 6.05
Cl 8.22 3.45 3.29
H 8.82 1.66 4.68
H 7.12 1.57 4.16
C -7.06 3.79 3.62
Cl -6.33 2.42 4.46
Cl -8.80 3.60 3.42
H -6.88 4.69 4.20
H -6.60 3.88 2.64
C 7.00 -3.16 8.28
Cl 6.24 -2.65 6.76
Cl 8.47 -4.11 8.00
H 7.26 -2.28 8.85
H 6.29 -3.77 8.82
C 4.61 4.77 3.68
Cl 4.13 5.45 5.25
Cl 4.84 6.01 2.46
H 5.55 4.24 3.81
H 3.83 4.10 3.34
C 0.48 -3.50 -5.54
Cl -0.45 -3.72 -7.03
Cl -0.35 -4.19 -4.14
H 1.44 -3.99 -5.65
H 0.63 -2.44 -5.37
C -7.81 1.71 -6.00
Cl -8.69 0.18 -6.16
Cl -6.36 1.54 -5.01
H -7.52 2.04 -6.99
H -8.47 2.43 -5.54

2.
123
Properties=species:S:1:pos:R:3 method="wB97M-V/def2-TZVPD" charge=0 lumo_energy_ev=0.3 smiles="CCCCN[C@](CCCCCOC(C)=O)(CO[C@@H](CCCCOC=O)N=C(C)C)OCC.CCOCC.CCOCC.CCOCC" multiplicity=1
C 1.08 3.30 5.38
C 2.33 3.20 4.51
C 2.29 2.01 3.56
C 3.34 2.17 2.44
N 2.79 2.54 1.13
C 3.25 1.66 0.07
C 2.69 2.04 -1.33
C 2.59 3.52 -1.77
C 1.41 4.41 -1.40
C 0.04 3.85 -1.78
C -0.99 4.28 -0.78
O -0.99 5.72 -0.76
C -1.81 6.32 0.12
C -1.99 5.79 1.50
O -2.37 7.32 -0.19
C 2.69 0.24 0.36
O 1.31 0.20 0.57
C 0.95 -0.95 1.36
C -0.46 -1.39 0.96
C -1.57 -0.82 1.85
C -2.08 0.51 1.31
C -3.53 0.79 1.66
O -4.34 -0.41 1.69
C -5.15 -0.42 2.76
O -5.67 -1.43 3.12
N 1.83 -2.09 1.13
C 2.11 -2.79 2.15
C 1.78 -4.24 2.22
C 2.78 -2.25 3.38
O 4.63 1.45 0.07
C 5.46 2.49 -0.40
C 5.63 3.67 0.54
H 1.24 2.76 6.31
H 0.25 2.81 4.89
H 0.81 4.32 5.58
H 3.17 3.08 5.18
H 2.47 4.12 3.96
H 1.29 1.88 3.17
H 2.56 1.14 4.16
H 4.00 1.32 2.39
H 3.95 3.01 2.76
H 1.79 2.64 1.13
H 3.44 1.61 -1.99
H 1.78 1.49 -1.53
H 2.58 3.50 -2.85
H 3.48 4.06 -1.48
H 1.54 5.32 -1.95
H 1.38 4.71 -0.36
H -0.31 4.20 -2.75
H 0.00 2.77 -1.79
H -1.97 3.87 -0.99
H -0.64 3.93 0.18
H -3.05 5.75 1.70
H -1.55 6.45 2.23
H -1.60 4.80 1.68
H 2.96 -0.35 -0.50
H 3.26 -0.16 1.20
H 0.89 -0.64 2.40
H -0.63 -1.22 -0.09
H -0.47 -2.46 1.10
H -2.35 -1.55 1.96
H -1.13 -0.64 2.83
H -1.50 1.27 1.79
H -1.93 0.51 0.24
H -3.95 1.44 0.89
H -3.57 1.36 2.57
H -5.35 0.51 3.30
H 1.26 -4.58 1.34
H 2.69 -4.80 2.40
H 1.18 -4.37 3.10
H 3.10 -3.03 4.05
H 3.56 -1.56 3.13
H 2.03 -1.68 3.93
H 5.23 2.85 -1.39
H 6.44 2.04 -0.48
H 6.35 4.36 0.15
H 5.83 3.36 1.55
H 4.69 4.21 0.55
C -5.97 -1.45 -0.54
C -5.51 -0.41 -1.54
O -5.38 -0.88 -2.86
C -6.56 -1.39 -3.46
C -7.69 -0.37 -3.55
H -5.29 -2.30 -0.54
H -6.01 -1.03 0.45
H -6.97 -1.83 -0.77
H -4.51 -0.06 -1.25
H -6.16 0.47 -1.51
H -6.90 -2.29 -2.94
H -6.28 -1.70 -4.46
H -8.02 -0.03 -2.57
H -8.55 -0.81 -4.06
H -7.36 0.51 -4.11
C 6.52 -4.31 2.24
C 6.64 -3.44 3.48
O 6.02 -3.99 4.63
C 6.51 -5.24 5.06
C 7.98 -5.24 5.43
H 5.47 -4.50 2.01
H 6.98 -3.81 1.39
H 7.01 -5.27 2.37
H 6.15 -2.49 3.30
H 7.69 -3.21 3.69
H 6.30 -6.01 4.31
H 5.92 -5.50 5.94
H 8.62 -5.00 4.58
H 8.28 -6.23 5.80
H 8.18 -4.51 6.21
C -4.29 -2.87 -7.09
C -5.49 -2.02 -7.51
O -5.47 -1.65 -8.88
C -5.48 -2.71 -9.82
C -6.69 -3.62 -9.71
H -3.36 -2.34 -7.30
H -4.34 -3.09 -6.03
H -4.26 -3.82 -7.63
H -5.48 -1.09 -6.95
H -6.43 -2.53 -7.27
H -4.56 -3.29 -9.74
H -5.47 -2.23 -10.80
H -6.75 -4.13 -8.75
H -6.66 -4.38 -10.49
H -7.61 -3.04 -9.83

no.,E_HOMO (eV),E_tot (eV),frontier orbital gap (eV)
1,-5.30,-375893.460,6.90
2,-8.31,-59967.768,8.60